{
  "formula": "C6H12N4O",
  "method": "wB97M-V/def2-TZVPD",
  "species": ["C", "C", "N", "N", "C", "C", "O", "C", "N", "C", "N", "H", "H", "H", "H", "H", "H", "H", "H", "H", "H", "H", "H"],
  "coordinates": [[-1.19973, -0.73806, 1.59678], [-1.64448, -1.12741, 0.22635], [-0.69088, -0.65865, -0.83930], [-0.38293, 0.71641, -0.88563], [-1.44509, 1.69011, -1.06860], [0.81319, 1.05356, -0.19383], [1.02046, 2.23058, 0.09939], [1.84595, 0.02933, 0.15646], [2.81894, 0.60915, 1.10484], [2.06827, -1.09481, -0.50463], [2.10524, -2.24513, -0.87676], [-0.01509, -0.60754, 1.66902], [-1.54693, 0.12112, 2.02906], [-1.45915, -1.50334, 2.40741], [-1.67239, -2.25313, -0.06350], [-2.64430, -0.82735, 0.14458], [-0.92018, -1.05627, -1.76023], [-1.60845, 1.64490, -2.09692], [-2.31695, 1.44379, -0.59766], [-1.31224, 2.74449, -0.78829], [2.24228, 1.38670, 1.36401], [3.69581, 0.95464, 0.71652], [2.24865, -2.51310, -1.83906]],
  "forces_ev_per_angstrom": [[4.0, -3.2, 1.7], [1.6, -1.9, -1.7], [-0.7, 0.3, 0.1], [2.0, -0.7, 1.9], [1.7, 0.9, -0.5], [-1.7, 0.8, -0.9], [-0.3, -0.9, -0.1], [1.6, 1.0, 0.0], [-0.8, -1.3, -0.6], [-0.9, 0.0, 0.4], [-0.5, -0.3, 0.0], [-2.5, -0.6, -0.3], [-1.4, 2.6, 0.3], [0.4, 0.6, -1.3], [0.2, 1.6, 1.3], [-1.7, 0.8, -0.8], [0.0, 0.6, 0.6], [-0.8, 0.4, -1.9], [-2.3, -1.2, 1.5], [1.0, -0.6, 0.0], [0.6, 1.0, 0.7], [-0.5, -0.1, -0.3], [0.7, 0.2, -0.1]],
  "nbo_charge": [-0.646, -0.233, -0.463, -0.297, -0.428, 0.660, -0.634, -0.193, -0.810, 0.484, -0.615, 0.228, 0.212, 0.227, 0.204, 0.175, 0.361, 0.194, 0.190, 0.243, 0.386, 0.368, 0.387],
  "lumo_ev": 0.73,
  "homo_ev": -8.1,
  "gap_ev": 8.7949,
  "relative_energy_kcal_mol": 67.9,
  "smiles": "CCNN(C)C(=O)C(N)=C=N",
  "max_force_ev_per_a": 5.40
}